1.
{"formula": "C4H17N3O3", "method": "ωB97M-V/def2-TZVPD", "species": ["N", "C", "N", "C", "C", "N", "C", "O", "H", "H", "H", "H", "H", "H", "H", "H", "H", "H", "H", "H", "H", "O", "H", "H", "O", "H", "H"], "xyz": [[-2.22596, 2.17406, 2.54117], [-1.69653, 2.25524, 1.17456], [-1.65221, 0.87580, 0.59733], [-0.43156, 0.25240, 0.09927], [-0.48280, -1.25581, 0.31931], [0.64162, -1.80643, 1.03542], [-0.13820, 0.75271, -1.33977], [1.13438, 0.34160, -1.87191], [-3.13761, 1.75976, 2.61386], [-1.56210, 1.68725, 3.12485], [-0.74463, 2.77519, 1.21999], [-2.48755, 2.80790, 0.67858], [-2.49465, 0.72576, 0.05788], [0.40490, 0.63684, 0.71792], [-0.70988, -1.72869, -0.64142], [-1.45832, -1.42516, 0.79797], [0.63637, -1.54048, 2.00744], [0.87540, -2.76012, 0.80918], [-0.88968, 0.29188, -1.95353], [-0.09398, 1.84087, -1.33431], [1.74538, -0.10340, -1.26516], [3.03489, -0.44857, 0.23186], [3.68370, -1.13135, 0.42604], [2.17407, -0.89827, 0.35211], [1.02080, -2.35932, -2.41357], [1.01659, -1.39599, -2.21770], [0.83965, -2.41136, -3.35708]], "forces_ev_per_a": [[1.14, 1.09, 0.22], [-1.70, -1.92, 0.98], [0.20, 1.02, 0.20], [0.63, 1.52, 0.27], [-1.91, -0.18, -0.76], [0.41, 0.60, -0.92], [1.36, -0.96, 1.28], [-0.18, -0.37, -0.44], [-0.07, -0.29, -0.21], [-0.22, -0.21, 0.19], [0.10, -0.11, -0.38], [0.45, 0.45, -0.65], [0.34, -0.27, -0.28], [-0.37, -0.04, -0.03], [0.99, -0.35, -0.05], [0.30, 0.00, 0.56], [0.05, -0.52, 0.09], [-0.24, -0.07, 0.40], [-0.58, 0.34, -0.70], [-0.63, -0.01, -0.16], [0.01, 0.71, 0.45], [-0.10, 0.13, -0.26], [0.04, 0.02, -0.12], [0.06, -0.28, 0.63], [-0.11, 0.17, 0.11], [-0.04, -0.44, -0.48], [0.06, -0.02, 0.04]], "smiles": "NCN[C@@H](CN)CO.O.O", "e_tot_ev": -15035.672}

2.
{"formula": "Br2FH2PSi", "method": "ωB97M-V/def2-TZVPD", "species": ["F", "Si", "P", "Br", "Br", "H", "H"], "xyz": [[0.58564, 0.02683, 1.03085], [0.89501, -1.32239, 0.27407], [-1.14093, 1.69517, -1.41741], [-0.99563, -2.40084, -0.17693], [2.17333, -2.26344, 1.75886], [-0.44985, 1.15909, -0.32955], [-1.06757, 3.10558, -1.13989]], "forces_ev_per_a": [[-0.38, 0.73, 0.32], [0.03, -0.43, -0.48], [-0.56, 0.24, -0.91], [0.15, 0.11, 0.12], [0.41, -0.65, 0.28], [0.09, 0.58, 0.33], [0.26, -0.59, 0.33]], "e_tot_ev": -160002.061}

3.
{"formula": "C47H60Br2ClO8W", "method": "ωB97M-V/def2-TZVPD", "species": ["W", "C", "O", "C", "C", "C", "C", "C", "C", "C", "C", "C", "C", "C", "C", "C", "C", "C", "C", "C", "C", "C", "C", "C", "C", "C", "C", "C", "C", "C", "C", "C", "C", "O", "C", "C", "C", "C", "C", "O", "C", "C", "C", "C", "C", "C", "O", "C", "C", "C", "C", "H", "H", "H", "H", "H", "H", "H", "H", "H", "H", "H", "H", "H", "H", "H", "H", "H", "H", "H", "H", "H", "H", "H", "H", "H", "H", "H", "H", "H", "H", "H", "H", "H", "H", "H", "H", "H", "H", "H", "H", "H", "H", "H", "H", "H", "H", "H", "H", "H", "H", "H", "H", "H", "H", "H", "H", "H", "H", "O", "Cl", "O", "O", "O", "Br", "C", "Br", "H", "H"], "xyz": [[-1.01446, 1.44442, 0.71063], [-3.56924, -0.19343, 2.41758], [-2.31646, -0.28667, 1.70831], [-1.79599, -1.57112, 1.56111], [-0.96159, -2.06742, 2.54838], [-0.64631, -1.26928, 3.79416], [0.56517, -0.35132, 3.73164], [1.27540, -0.11818, 4.90027], [2.40122, 0.69737, 4.94299], [2.85654, 1.21387, 3.73715], [2.19275, 1.00296, 2.52992], [2.99695, 1.36361, 1.27480], [2.44792, 1.90836, -0.02401], [2.88891, 3.15212, -0.43237], [2.64728, 3.62529, -1.70943], [1.88035, 2.79596, -2.58736], [1.54182, 1.50623, -2.31605], [0.78574, 0.73693, -3.37218], [-0.48815, -0.06928, -3.14096], [-0.90639, -0.73358, -4.29295], [-1.96353, -1.62836, -4.32498], [-2.59896, -1.88271, -3.11536], [-2.24257, -1.23938, -1.94002], [-2.95653, -1.61832, -0.66638], [-2.04716, -2.23502, 0.37457], [-1.43426, -3.46622, 0.18509], [-0.59964, -4.02687, 1.14950], [-0.38718, -3.31357, 2.32819], [0.04958, -5.38506, 0.88093], [0.93321, -5.84474, 2.04016], [-1.04641, -6.43626, 0.65883], [0.92252, -5.28443, -0.37828], [-1.21503, -0.28399, -1.96978], [-0.90963, 0.39120, -0.82401], [-2.37095, -2.28939, -5.63886], [-3.49164, -3.31033, -5.44252], [-1.16217, -3.01033, -6.25190], [-2.86256, -1.20190, -6.60459], [2.01050, 0.98981, -1.05599], [2.01444, -0.25730, -0.68143], [2.01842, -1.38206, -1.58676], [3.13596, 4.96625, -2.20829], [3.96893, 5.69952, -1.15756], [4.00491, 4.73302, -3.45670], [1.92519, 5.84076, -2.57724], [0.99789, 0.28410, 2.56674], [0.19740, 0.17709, 1.46724], [3.10502, 0.95304, 6.27429], [3.59425, -0.38031, 6.85639], [4.30768, 1.88390, 6.12170], [2.11211, 1.60234, 7.24857], [-3.62429, -1.00865, 3.13690], [-4.39771, -0.25865, 1.71342], [-3.58588, 0.76684, 2.92500], [-0.44391, -1.98313, 4.59456], [-1.51652, -0.69165, 4.11386], [0.92549, -0.59362, 5.80982], [3.77743, 1.78162, 3.71415], [3.52083, 0.44306, 0.99762], [3.76392, 2.06291, 1.60148], [3.38271, 3.77581, 0.29816], [1.56292, 3.21747, -3.53289], [1.48499, 0.03591, -3.83638], [0.55483, 1.46003, -4.15625], [-0.35159, -0.54141, -5.20505], [-3.40436, -2.60269, -3.06552], [-3.73662, -2.33636, -0.92285], [-3.45595, -0.74404, -0.25617], [-1.62278, -3.99546, -0.74297], [0.26282, -3.71411, 3.09511], [0.35908, -5.97315, 2.95936], [1.74674, -5.14278, 2.23410], [1.38053, -6.80856, 1.79378], [-1.69479, -6.51016, 1.53336], [-0.59746, -7.41562, 0.48335], [-1.66894, -6.19483, -0.20357], [1.72286, -4.55483, -0.23151], [0.34107, -4.98436, -1.25154], [1.38130, -6.25032, -0.59718], [-3.19499, -4.11222, -4.76329], [-3.73733, -3.76510, -6.40264], [-4.40083, -2.84583, -5.05686], [-0.76470, -3.75961, -5.56437], [-0.35788, -2.31801, -6.50362], [-1.45930, -3.51709, -7.17137], [-3.72590, -0.67675, -6.19260], [-3.15660, -1.65046, -7.55511], [-2.08393, -0.46506, -6.80774], [2.68171, -1.17994, -2.42450], [1.00708, -1.60159, -1.91978], [2.40108, -2.20732, -0.99602], [4.84775, 5.12369, -0.86143], [3.38339, 5.93054, -0.26615], [4.31837, 6.64400, -1.57390], [4.86802, 4.10689, -3.22418], [4.36943, 5.69206, -3.82585], [3.44588, 4.25890, -4.26423], [1.28191, 6.00655, -1.71206], [1.31717, 5.39980, -3.36679], [2.28285, 6.80772, -2.93312], [4.30460, -0.86169, 6.18171], [2.76949, -1.07252, 7.02931], [4.09253, -0.21072, 7.81262], [5.07712, 1.45215, 5.47847], [4.75757, 2.05548, 7.10019], [4.01800, 2.85557, 5.71636], [1.25674, 0.95498, 7.44486], [1.73682, 2.54682, 6.85003], [2.60214, 1.80574, 8.20238], [-2.57022, 3.85039, 3.61825], [-1.41634, 3.53414, 2.83899], [-1.63097, 3.86952, 1.42522], [-1.36637, 1.93725, 2.69249], [0.26042, 2.50118, 0.43643], [-3.35907, 2.00336, -0.07867], [-2.95046, 4.80463, -2.42131], [-1.34478, 3.89714, -2.54385], [-2.91667, 5.87821, -2.46648], [-3.82903, 4.22263, -2.20808]], "forces_ev_per_a": [[-0.15, -1.33, 0.52], [-0.02, -0.01, -0.01], [-0.05, 0.18, 0.09], [-0.02, -0.10, -0.01], [0.02, 0.01, 0.00], [0.01, -0.02, -0.02], [0.08, 0.08, 0.14], [-0.01, -0.08, -0.02], [0.03, 0.02, 0.01], [0.01, -0.02, 0.01], [0.04, -0.07, -0.19], [-0.32, -0.12, 0.19], [1.58, -0.56, -0.20], [-0.33, 0.27, 0.12], [-0.14, -0.04, -0.09], [0.08, 0.21, 0.01], [-0.05, -0.19, 0.25], [0.04, -0.01, 0.00], [0.06, -0.06, -0.09], [0.03, -0.02, 0.01], [-0.03, 0.01, 0.01], [0.01, -0.01, 0.00], [-0.02, 0.03, -0.03], [0.04, -0.02, 0.01], [-0.07, 0.01, 0.04], [-0.02, 0.00, -0.02], [0.01, -0.03, 0.00], [0.07, 0.03, -0.04], [0.00, 0.02, 0.00], [0.00, 0.00, 0.00], [0.00, -0.01, 0.00], [0.00, 0.00, 0.00], [-0.12, -0.14, 0.15], [0.11, 0.35, -0.15], [0.01, -0.01, 0.00], [0.00, 0.00, 0.00], [0.00, -0.01, 0.00], [0.01, 0.00, -0.01], [-0.84, 0.22, 0.11], [0.25, -0.10, -0.03], [-0.09, 0.00, 0.01], [0.04, 0.04, 0.03], [0.00, 0.00, 0.00], [-0.01, -0.03, -0.01], [-0.02, -0.02, -0.01], [-0.15, -0.01, 0.00], [-0.01, 0.00, -0.01], [0.00, 0.00, 0.00], [0.00, 0.00, 0.00], [0.00, 0.00, 0.00], [0.00, 0.00, 0.00], [0.01, 0.01, 0.01], [0.00, -0.02, 0.00], [-0.01, 0.01, -0.01], [-0.06, 0.02, 0.03], [0.00, 0.05, -0.07], [0.00, 0.00, 0.00], [0.00, 0.00, 0.00], [0.04, 0.02, 0.03], [-0.02, 0.03, 0.00], [0.06, 0.00, -0.04], [0.00, -0.01, 0.00], [0.01, 0.03, -0.04], [0.01, 0.02, 0.01], [0.00, 0.00, 0.00], [0.00, 0.00, 0.00], [0.01, -0.01, 0.00], [0.01, 0.00, 0.00], [0.00, 0.00, 0.01], [0.00, 0.00, 0.00], [0.00, 0.01, 0.00], [0.00, 0.00, 0.00], [0.00, 0.00, 0.00], [0.00, 0.00, 0.00], [0.00, 0.00, 0.00], [0.00, 0.00, 0.00], [0.00, -0.01, 0.00], [0.00, 0.00, 0.00], [0.00, 0.00, 0.00], [0.00, 0.00, 0.00], [0.00, 0.00, 0.00], [0.00, 0.00, 0.00], [-0.01, -0.01, 0.00], [0.00, 0.00, 0.01], [0.00, 0.01, 0.00], [0.00, 0.00, 0.00], [0.00, 0.00, 0.00], [0.00, 0.00, 0.00], [0.00, 0.00, 0.00], [0.00, 0.00, 0.00], [0.00, 0.00, 0.01], [0.00, 0.00, 0.00], [0.00, 0.01, 0.00], [0.00, 0.00, 0.00], [0.01, 0.01, 0.00], [0.00, 0.00, 0.01], [0.00, 0.00, 0.00], [0.00, 0.00, 0.00], [0.01, 0.00, -0.01], [0.01, 0.00, 0.01], [0.00, 0.00, 0.00], [0.00, 0.00, 0.00], [0.00, 0.00, 0.00], [0.00, 0.00, 0.00], [0.00, 0.00, 0.00], [0.00, 0.00, 0.00], [0.00, 0.00, 0.00], [0.00, 0.00, 0.00], [0.00, 0.00, 0.00], [0.05, -0.25, 0.18], [-0.22, 0.17, -0.14], [0.10, 0.37, 0.21], [0.02, 0.04, -0.31], [-0.29, 0.99, -0.60], [0.11, 0.05, -0.02], [-0.01, -0.02, -0.02], [0.08, 0.00, -0.04], [0.01, 0.00, 0.00], [0.01, 0.00, 0.02]], "e_tot_ev": -220515.286, "multiplicity": 3, "total_charge": 1}

4.
{"formula": "C15H24F6N2O5S2SiSr", "method": "ωB97M-V/def2-TZVPD", "species": ["Sr", "F", "C", "F", "F", "S", "O", "O", "N", "S", "O", "O", "C", "F", "F", "F", "C", "N", "C", "C", "C", "C", "C", "C", "C", "C", "H", "H", "H", "H", "H", "H", "H", "H", "H", "H", "H", "H", "C", "H", "H", "H", "C", "Si", "C", "C", "O", "H", "H", "H", "H", "H", "H", "H", "H", "H"], "xyz": [[0.45271, -0.10623, -0.82294], [5.04126, -1.50483, -3.24896], [4.62619, -0.73610, -2.23336], [5.60903, -0.67845, -1.34210], [4.39816, 0.47873, -2.69912], [3.10801, -1.50469, -1.50528], [2.09748, -1.29795, -2.51469], [3.50804, -2.83071, -1.14549], [2.94517, -0.43460, -0.24677], [2.48605, -0.94802, 1.30243], [3.07072, -2.21210, 1.64794], [1.11258, -0.70199, 1.63697], [3.49725, 0.29947, 2.22131], [4.79049, -0.01230, 2.10306], [3.17373, 0.21662, 3.51517], [3.32028, 1.53165, 1.80341], [0.14169, -2.86957, -0.68274], [-0.89156, -2.96431, 0.32568], [-0.48662, -3.89914, 1.34872], [-2.17088, -3.27327, -0.30040], [-2.92923, -2.03105, -0.77550], [-4.30712, -2.18470, -0.93876], [-5.09009, -1.11576, -1.35318], [-4.47255, 0.10543, -1.59302], [-3.09462, 0.23142, -1.42782], [-2.25102, -0.81842, -1.01780], [0.57881, -3.83541, -0.98891], [0.98151, -2.30625, -0.25141], [-0.26938, -2.36490, -1.56424], [-0.36268, -4.93061, 0.96377], [-1.22839, -3.91769, 2.14942], [0.46927, -3.58187, 1.77121], [-2.78282, -3.80704, 0.43439], [-2.02243, -3.97943, -1.13988], [-4.77894, -3.14622, -0.73193], [-6.16278, -1.23283, -1.47649], [-5.06563, 0.95973, -1.91051], [-2.64762, 1.20184, -1.63848], [0.07326, 2.14477, -2.37452], [-0.31271, 2.09894, -3.40889], [1.05813, 2.63838, -2.45601], [-0.58736, 2.77615, -1.77194], [0.68785, 3.41050, 2.99482], [-0.14323, 3.07251, 1.30224], [-2.01035, 3.09880, 1.67552], [0.21988, 4.64813, 0.28923], [0.33122, 1.72990, 0.63142], [0.39398, 4.38962, 3.39010], [1.77714, 3.39506, 2.90289], [0.40582, 2.64576, 3.72495], [-2.39051, 4.11609, 1.82129], [-2.24206, 2.51289, 2.56985], [-2.54842, 2.64387, 0.83958], [0.54952, 5.48111, 0.92019], [-0.65525, 4.97111, -0.28057], [0.99901, 4.42795, -0.44389]], "forces_ev_per_a": [[-2.64, 3.05, -0.64], [0.02, -0.13, -0.18], [-0.16, -0.12, -0.01], [0.15, -0.02, 0.20], [-0.09, 0.23, -0.05], [1.14, 1.31, 1.79], [0.14, -0.21, 0.24], [-0.19, -0.13, -0.24], [-0.77, -1.98, 0.45], [1.82, 0.11, -1.41], [-0.18, -0.04, 0.21], [0.53, -0.29, -0.19], [-0.12, -0.03, -0.07], [0.17, -0.05, -0.04], [-0.06, 0.00, 0.12], [-0.07, 0.14, -0.05], [0.12, -0.15, 0.19], [0.22, -0.33, -0.41], [-0.10, 0.00, 0.06], [-0.14, 0.15, 0.21], [0.04, 0.01, 0.02], [-0.02, 0.00, -0.02], [-0.02, -0.04, 0.00], [0.04, 0.04, 0.01], [-0.04, 0.01, -0.04], [0.09, -0.34, -0.08], [-0.20, -0.08, -0.01], [-0.12, -0.63, -0.18], [0.14, -0.21, 0.15], [0.00, 0.00, 0.00], [0.01, 0.01, 0.01], [-0.02, -0.01, 0.00], [-0.02, 0.05, 0.01], [-0.01, -0.02, 0.02], [0.00, 0.00, 0.00], [0.00, 0.00, 0.01], [0.00, 0.00, 0.01], [0.02, -0.01, -0.02], [0.33, -0.57, -0.68], [-0.12, 0.07, 0.04], [-0.04, 0.13, 0.14], [-0.03, 0.02, 0.00], [-0.04, -0.03, -0.06], [-0.08, 0.15, 0.09], [0.07, 0.02, -0.02], [0.02, -0.08, -0.03], [0.19, -0.03, 0.39], [-0.02, -0.01, 0.02], [0.02, 0.03, -0.02], [0.00, -0.01, 0.00], [0.00, 0.00, 0.03], [0.00, -0.02, 0.00], [0.00, 0.03, -0.02], [-0.03, 0.01, 0.01], [-0.01, 0.00, 0.01], [0.03, 0.00, 0.02]], "e_tot_ev": -75851.563, "total_charge": -2}